{
  "formula": "C4H10NO3",
  "method": "ωB97M-V/def2-TZVPD",
  "elements": ["C", "C", "N", "C", "C", "O", "O", "H", "H", "H", "H", "H", "H", "H", "H", "H", "H", "O"],
  "coordinates": [[-0.3171, -1.4388, 1.8019], [0.4521, -1.1611, 0.6513], [0.1379, -0.4176, -0.5692], [-0.9529, 0.5904, -0.3404], [-1.5701, 1.5327, -1.4935], [-2.8170, 2.1130, -1.1235], [1.7612, -1.8453, 0.1499], [-0.4519, -2.4838, 2.1790], [-0.8785, -0.6402, 2.3600], [0.7270, -2.2483, 0.3313], [1.0290, 0.0911, -0.7586], [-1.7705, 0.0200, 0.2058], [-0.5604, 1.3987, 0.4601], [-0.7810, 2.1969, -1.9846], [-1.6629, 0.7773, -2.3317], [2.3057, 1.2946, 0.3024], [2.4592, -0.3611, 0.1162], [2.8904, 0.5813, 0.0437]],
  "lumo_ev": [-0.5, -2.2],
  "homo_ev": [-9.62, -9.61],
  "relative_energy_kcal_mol": 173.14,
  "spin_multiplicity": 2,
  "e_tot_ha": -438.5716
}

{
  "formula": "C4H10NO3",
  "method": "ωB97M-V/def2-TZVPD",
  "elements": ["O", "C", "O", "C", "C", "C", "O", "N", "H", "H", "H", "H", "H", "H", "H", "H", "H", "H"],
  "coordinates": [[1.7917, 1.6168, 0.2813], [0.9369, 2.4669, -0.0001], [-0.3753, 2.1330, -0.1561], [-0.2847, -0.2269, 0.4395], [0.0965, -0.3484, -1.0221], [0.8260, -1.2527, 0.0634], [-0.9981, -2.9461, -0.5022], [-1.5835, -0.6708, 0.6979], [0.0099, 2.2666, 0.8832], [1.2575, 3.5012, -0.1596], [-0.5954, -0.9678, -1.6270], [0.7819, 0.2742, -1.5840], [0.4967, -2.3055, 0.2643], [1.8010, -1.0020, 0.4522], [-1.3283, -3.8269, -0.2435], [-1.8530, -0.5560, 1.6677], [0.0813, 0.4225, 1.2562], [-1.5724, -1.6956, 0.5219]],
  "lumo_ev": -9.0,
  "homo_ev": -14.62,
  "relative_energy_kcal_mol": 253.86,
  "e_tot_ha": -438.2578,
  "total_charge": 1
}

{
  "formula": "C4H10NO3PS",
  "method": "ωB97M-V/def2-TZVPD",
  "elements": ["C", "C", "C", "C", "N", "O", "O", "O", "P", "S", "H", "H", "H", "H", "H", "H", "H", "H", "H", "H"],
  "coordinates": [[1.9455, 0.3713, 0.7817], [3.2364, 0.5692, -0.0113], [-2.9038, 1.2122, -0.0252], [-0.6691, -2.5221, -0.4715], [-0.7676, 1.4505, 2.1168], [1.8536, 0.1461, 1.9666], [0.8670, 0.6470, -0.0282], [-1.5095, 0.7431, -0.3180], [-0.5640, 0.4189, 0.9597], [-0.7065, -2.0158, 1.2864], [3.3130, 0.2549, -0.9989], [3.1817, 1.6283, 0.0472], [4.1471, 0.3274, 0.5006], [-3.5999, 0.3608, 0.3108], [-3.3719, 1.3300, -0.9925], [-2.9799, 2.1186, 0.6173], [-1.6443, -2.3520, -0.8629], [-0.3278, -3.4569, -0.6561], [0.0181, -1.7839, -0.8691], [-0.1564, 1.3036, 2.8796]],
  "lumo_ev": 0.0,
  "homo_ev": -9.15,
  "relative_energy_kcal_mol": 25.64,
  "e_tot_ha": -1178.4239,
  "smiles": "CO[P@](=N)(OC(C)=O)SC"
}

{
  "formula": "C4H10NOS",
  "method": "ωB97M-V/def2-TZVPD",
  "elements": ["C", "N", "C", "O", "C", "C", "S", "H", "H", "H", "H", "H", "H", "H", "H", "H", "H"],
  "coordinates": [[0.3038, -0.5334, 0.4474], [0.9444, 0.5621, 1.1095], [2.1837, 1.2275, -0.2107], [3.2134, 1.7925, 0.1554], [-1.1324, -0.0703, -0.1432], [-1.9686, -1.2047, -0.8291], [-1.6154, -1.6505, -2.6212], [0.7010, -1.1052, -0.3947], [-0.1052, -1.3732, 1.1254], [1.4929, 0.8608, 1.9499], [1.7579, 0.4183, -0.8757], [1.3643, 1.9471, -0.5592], [-1.2713, 0.9730, -0.7062], [-1.4316, 0.1325, 0.9388], [-3.0076, -1.0073, -0.6115], [-1.6687, -2.0781, -0.2942], [0.2394, 1.1090, 1.5191]],
  "lumo_ev": 3.3,
  "homo_ev": -2.71,
  "relative_energy_kcal_mol": 132.48,
  "e_tot_ha": -686.4535,
  "total_charge": -1
}